A 8-piece molecular cluster, C32H64O24 overall at a distorted geometry. Source: the OMol25 dataset; level of theory: ωB97M-V/def2-TZVPD.

Kohn-Sham gap: 0.4068 hartree
ΔE to the lowest compared entry with this formula, charge and spin: 0.0 kcal/mol
Energy: -3063.55318 Ha
Structure (SMILES): CCOC(=O)OC.CCOC(=O)OC.CCOC(=O)OC.CCOC(=O)OC.CCOC(=O)OC.CCOC(=O)OC.CCOC(=O)OC.CCOC(=O)OC
Max |F|: 1.49 eV/Å

Structure (XYZ):
```
120
C32H64O24 (ωB97M-V/def2-TZVPD)
C -27.59783 -11.98245 -9.78403
C -28.55400 -13.07869 -10.21576
O -27.84583 -14.31404 -10.30118
C -27.66755 -14.83647 -11.50823
O -28.10630 -14.42570 -12.54833
O -26.90159 -15.92259 -11.36512
C -26.67210 -16.68986 -12.54123
H -28.14980 -11.07113 -9.55268
H -26.88844 -11.73992 -10.57970
H -27.04414 -12.32354 -8.91034
H -29.11694 -12.86768 -11.11990
H -29.27103 -13.21045 -9.39971
H -26.02149 -16.18688 -13.25689
H -27.60668 -16.95907 -13.03266
H -26.16888 -17.59904 -12.21653
C -30.56615 -15.34910 -5.52566
C -29.39503 -16.24246 -5.18401
O -28.42183 -16.26562 -6.23859
C -28.69535 -17.03778 -7.28380
O -29.70930 -17.65145 -7.47115
O -27.65460 -16.96657 -8.11366
C -27.54596 -17.96640 -9.12622
H -30.15642 -14.47274 -6.05699
H -31.00223 -14.88485 -4.64121
H -31.27131 -15.75308 -6.24596
H -29.67324 -17.26666 -4.93548
H -28.85290 -15.84429 -4.32799
H -27.70676 -18.96388 -8.71963
H -26.52311 -17.89554 -9.48536
H -28.24118 -17.76579 -9.93593
C -17.35743 -15.65730 -16.76838
C -17.82107 -16.43333 -15.58501
O -19.16262 -16.02237 -15.28826
C -19.75924 -16.67374 -14.29263
O -19.21587 -17.32156 -13.44297
O -21.07496 -16.46845 -14.39776
C -21.87362 -16.89070 -13.29823
H -17.98010 -15.84140 -17.64867
H -16.33368 -15.89727 -17.05181
H -17.42311 -14.57550 -16.62686
H -17.18956 -16.29902 -14.70616
H -17.82092 -17.50437 -15.80580
H -22.80240 -17.26667 -13.72425
H -22.08918 -16.09481 -12.59237
H -21.41795 -17.69691 -12.72446
C -20.38774 -14.69012 -10.87451
C -20.09810 -15.22746 -9.48203
O -21.08393 -14.72445 -8.55803
C -20.80980 -13.57161 -7.96145
O -19.80465 -12.92547 -8.07572
O -21.85402 -13.25975 -7.19784
C -21.89433 -11.98504 -6.58861
H -20.16222 -13.62449 -10.91883
H -21.45527 -14.84774 -11.04780
H -19.85051 -15.20591 -11.66803
H -19.09861 -14.96892 -9.13673
H -20.22121 -16.30823 -9.45655
H -21.18684 -11.94293 -5.75700
H -22.91440 -11.80687 -6.26842
H -21.58065 -11.18489 -7.26448
C -28.20170 -12.17812 -4.29359
C -27.69039 -12.38661 -5.70393
O -26.93698 -13.59456 -5.83500
C -25.68262 -13.61528 -5.41903
O -25.04033 -12.66101 -5.04868
O -25.24446 -14.85586 -5.52509
C -23.88717 -15.13874 -5.28056
H -27.36538 -12.04167 -3.60478
H -28.81893 -12.99234 -3.92222
H -28.74931 -11.23241 -4.29018
H -27.05728 -11.55095 -6.00880
H -28.52525 -12.46357 -6.39784
H -23.61120 -15.98025 -5.91005
H -23.70252 -15.43677 -4.24544
H -23.26129 -14.27796 -5.49652
C -24.93905 -13.91988 -17.92225
C -24.38722 -13.29404 -19.19208
O -24.63384 -14.18670 -20.28328
C -24.08132 -13.85649 -21.44140
O -23.42722 -12.86728 -21.65044
O -24.35654 -14.81131 -22.32184
C -23.94272 -14.55721 -23.66353
H -24.61897 -13.28475 -17.09448
H -24.59284 -14.94281 -17.80504
H -26.02923 -13.89050 -17.92740
H -23.31647 -13.11334 -19.08183
H -24.87085 -12.33542 -19.39088
H -24.11734 -13.51266 -23.91324
H -24.51197 -15.21658 -24.30763
H -22.87825 -14.77363 -23.75676
C -24.18965 -8.82240 -11.53684
C -25.58133 -9.40439 -11.56061
O -25.93649 -9.97578 -12.83162
C -26.14018 -9.14339 -13.84704
O -26.19008 -7.94622 -13.78544
O -26.27967 -9.87214 -14.95516
C -26.72488 -9.16172 -16.10035
H -24.10087 -8.04227 -12.28974
H -23.37820 -9.54006 -11.65228
H -24.05192 -8.36768 -10.55093
H -26.30890 -8.63833 -11.28323
H -25.72271 -10.22440 -10.85733
H -26.62790 -9.84132 -16.94566
H -26.13189 -8.27530 -16.30995
H -27.78261 -8.91903 -15.99667
C -24.89795 -13.19362 -13.71677
C -24.58344 -13.26049 -12.24198
O -23.93286 -14.49598 -11.94592
C -24.04418 -15.07596 -10.74618
O -23.46329 -16.09492 -10.48888
O -24.84625 -14.41283 -9.92044
C -25.13280 -15.05888 -8.68523
H -25.82309 -13.68150 -14.00874
H -24.03220 -13.56513 -14.27570
H -24.91838 -12.14571 -14.02376
H -25.49472 -13.11970 -11.66250
H -23.95027 -12.41697 -11.94833
H -25.82140 -14.40964 -8.14978
H -24.22761 -15.15088 -8.08767
H -25.63993 -16.00134 -8.84706
```

A 8-piece molecular cluster, C32H64O8 overall at a distorted geometry. Source: the OMol25 dataset; level of theory: ωB97M-V/def2-TZVPD.

Kohn-Sham gap: 0.3621 hartree
ΔE to the lowest compared entry with this formula, charge and spin: 94.5 kcal/mol
Energy: -1859.29765 Ha
Structure (SMILES): C1CCOC1.C1CCOC1.C1CCOC1.C1CCOC1.C1CCOC1.C1CCOC1.C1CCOC1.C1CCOC1
Max |F|: 4.10 eV/Å

Structure (XYZ):
```
104
C32H64O8 (ωB97M-V/def2-TZVPD)
C -4.39991 -2.59773 4.43130
C -5.63086 -3.27695 4.88963
C -5.96972 -2.68793 6.22324
O -5.43538 -1.39963 6.03853
C -4.26643 -1.39565 5.23425
H -4.26056 -2.52851 3.35246
H -3.63408 -3.31788 4.71938
H -5.50683 -4.35898 4.93347
H -6.39945 -2.98519 4.17392
H -5.49643 -3.12118 7.10437
H -7.04201 -2.53715 6.34797
H -3.31885 -1.41058 5.77275
H -4.31101 -0.47037 4.65983
C 9.40217 -3.57748 -2.85699
C 9.27262 -2.64815 -4.02089
C 9.88418 -1.26806 -3.66218
O 10.69439 -1.58104 -2.64548
C 10.50934 -2.85270 -2.05886
H 9.52584 -4.62308 -3.13900
H 8.47717 -3.48166 -2.28840
H 8.23562 -2.65627 -4.35653
H 9.73289 -3.04215 -4.92699
H 9.10006 -0.63253 -3.25065
H 10.40516 -0.72387 -4.44993
H 10.04439 -2.66625 -1.09079
H 11.43800 -3.42199 -2.09890
C -5.38817 3.85769 -6.95709
C -4.50618 2.62515 -6.98622
C -3.07155 3.19613 -7.25899
O -3.37558 4.42872 -7.94649
C -4.78402 4.73715 -7.90223
H -5.28264 4.19646 -5.92646
H -6.43758 3.63764 -7.15309
H -4.85800 1.99975 -7.80671
H -4.56748 2.03344 -6.07286
H -2.43164 2.57898 -7.88966
H -2.49893 3.51105 -6.38661
H -5.26199 4.53642 -8.86106
H -4.84656 5.80261 -7.68090
C 4.49735 8.95678 3.68661
C 3.80002 9.91025 4.64713
C 2.30184 9.61174 4.19946
O 2.27834 8.23180 3.73813
C 3.57467 7.74453 3.48274
H 5.43974 8.70686 4.17399
H 4.74119 9.45959 2.75076
H 4.00772 10.96694 4.47869
H 3.82962 9.53590 5.67040
H 1.98134 10.33464 3.44926
H 1.64404 9.71903 5.06195
H 3.65117 7.32328 2.48035
H 3.92506 6.96323 4.15720
C 6.03947 -7.04317 2.74676
C 7.00548 -7.21930 3.85576
C 8.12182 -8.05849 3.27001
O 7.45595 -8.85285 2.24986
C 6.19512 -8.31515 1.96068
H 6.26621 -6.09939 2.25079
H 5.02021 -6.97529 3.12703
H 6.53385 -7.76567 4.67255
H 7.39800 -6.34325 4.37207
H 8.53269 -8.56309 4.14447
H 8.84532 -7.42832 2.75277
H 5.51279 -9.03893 2.40641
H 6.03300 -8.28172 0.88333
C -5.02613 -6.02138 -2.82802
C -4.11430 -7.20730 -2.41475
C -3.36948 -7.35040 -3.72889
O -3.02526 -5.98297 -4.05818
C -4.20183 -5.18148 -3.77167
H -5.21417 -5.50348 -1.88753
H -5.91252 -6.39480 -3.34081
H -4.65304 -8.06264 -2.00702
H -3.36440 -6.95143 -1.66622
H -3.96190 -7.97474 -4.39773
H -2.47368 -7.93036 -3.50690
H -4.68475 -5.03998 -4.73856
H -3.90330 -4.18712 -3.43968
C -6.74987 5.69384 1.65640
C -7.93513 5.80614 0.72234
C -9.01075 6.34190 1.65872
O -8.31945 7.17686 2.52429
C -6.92891 6.92306 2.57966
H -5.78684 5.76457 1.15075
H -6.80848 4.78195 2.25064
H -8.10832 4.82443 0.28153
H -7.67044 6.55560 -0.02355
H -9.41133 5.44487 2.13093
H -9.80174 6.90727 1.16597
H -6.52262 6.75276 3.57667
H -6.42638 7.75612 2.08817
C 1.13466 0.30787 0.79740
C 2.08126 -0.26295 -0.17725
C 1.21688 -0.19407 -1.42488
O 0.14306 0.66931 -1.20997
C 0.15837 1.26944 0.09603
H 1.63919 0.67480 1.69123
H 0.74219 -0.62180 1.20943
H 2.54007 -1.21990 0.07141
H 2.90253 0.43321 -0.34748
H 0.70984 -1.10000 -1.75699
H 1.81417 0.12365 -2.27953
H -0.78407 1.44363 0.61522
H 0.71443 2.17728 -0.13789
```

A 7-piece molecular cluster, C32H65N6O6 overall at a distorted geometry. Source: the OMol25 dataset; level of theory: ωB97M-V/def2-TZVPD.

Total charge: +1
Kohn-Sham gap: 0.2778 hartree
Energy: -2037.94418 Ha
Max |F|: 1.21 eV/Å

Structure (XYZ):
```
109
C32H65N6O6 (ωB97M-V/def2-TZVPD)
C 6.31417 1.21308 2.64067
O 5.99861 0.52764 1.45222
C 6.71422 -0.66995 1.32428
C 6.47203 -1.19624 -0.06446
N 4.99381 -1.21561 -0.35114
H 4.73666 -1.98993 -0.96582
H 4.45662 -1.29663 0.51963
C 4.39553 -0.00428 -1.04007
C 4.70096 -0.02835 -2.51255
O 6.02419 0.36699 -2.75746
C 6.23734 0.69508 -4.12429
H 5.62601 2.04224 2.77957
H 7.34106 1.59485 2.63553
H 6.22127 0.56268 3.52098
H 6.30613 -1.39620 2.04612
H 7.78409 -0.55913 1.52207
H 6.80669 -2.21500 -0.24977
H 6.90991 -0.57059 -0.84106
H 4.77665 0.87807 -0.53730
H 3.31474 -0.08945 -0.92688
H 3.96923 0.62595 -3.00458
H 4.47093 -1.02824 -2.91558
H 5.52318 1.45703 -4.44440
H 6.11764 -0.20043 -4.74240
H 7.25592 1.05978 -4.21370
C -0.97133 -2.63418 4.00122
O -1.78148 -2.81560 2.85799
C -1.08444 -3.40842 1.77398
C -2.01754 -3.30689 0.59138
N -3.34371 -3.82247 0.98542
H -3.29602 -4.81417 1.22629
H -3.60661 -3.37022 1.87181
C -4.41402 -3.59229 -0.03395
C -5.75568 -4.01384 0.55349
O -5.73401 -3.74661 1.92962
C -6.75397 -4.43119 2.64322
H -0.59893 -3.59669 4.36677
H -1.59270 -2.22098 4.79511
H -0.16084 -1.92885 3.80781
H -0.75049 -4.43325 1.97394
H -0.21300 -2.79105 1.54187
H -1.61884 -3.81756 -0.28575
H -2.10905 -2.26989 0.26935
H -4.10120 -4.18846 -0.88336
H -4.37874 -2.52542 -0.24222
H -5.93963 -5.06533 0.28927
H -6.56032 -3.44536 0.07429
H -6.80000 -4.01408 3.64396
H -6.55579 -5.50554 2.61787
H -7.75160 -4.27743 2.21384
C 0.24060 -0.70983 -0.59114
C 1.04127 -1.87044 -1.18037
O 2.17833 -1.58520 -1.64912
O 0.56664 -3.01760 -1.03259
H -0.09572 -0.92488 0.42384
H -0.62071 -0.38995 -1.18351
H 0.85418 0.19434 -0.53765
C -4.58731 5.08058 -1.03936
C -3.27873 5.68811 -1.52430
N -2.14677 4.74421 -1.43499
C -0.90753 5.48878 -1.70119
C -0.47365 6.37338 -0.53604
C -2.37052 3.67265 -2.41059
C -1.24825 2.65312 -2.52850
H -4.43973 4.52691 -0.11205
H -5.03366 4.40169 -1.76741
H -5.31363 5.87470 -0.86353
H -3.34122 6.14175 -2.52170
H -3.04035 6.49356 -0.82814
H -0.10227 4.79392 -1.92296
H -1.03435 6.13319 -2.58777
H 0.52519 6.75661 -0.74349
H -1.15835 7.19301 -0.33562
H -0.39381 5.76662 0.36988
H -2.60307 4.07813 -3.41110
H -3.26867 3.11964 -2.12617
H -1.03230 2.18469 -1.56063
H -0.31809 3.06107 -2.91317
H -1.56317 1.79284 -3.12299
N 3.63054 -2.57044 2.36936
C 3.84560 -1.67705 3.39869
C 2.88116 -0.70628 3.32603
C 2.08777 -1.00823 2.18843
C 2.53857 -2.17136 1.64576
H 4.22836 -3.33812 2.12073
H 4.65143 -1.78551 4.10452
H 2.77597 0.10513 4.02695
H 1.32329 -0.36733 1.78621
H 2.22833 -2.70218 0.75500
N -1.62355 3.28965 1.13763
C -0.61004 2.40509 1.33331
C -0.48261 2.19743 2.68766
C -1.48563 2.96744 3.31770
C -2.16523 3.64565 2.33562
H -1.92845 3.63261 0.22437
H -0.07568 1.94309 0.52142
H 0.20143 1.50136 3.14676
H -1.68871 3.03215 4.37438
H -3.02084 4.29397 2.40795
N -3.52148 -2.90286 -3.24905
C -2.16288 -2.70798 -3.26203
C -1.93068 -1.36118 -3.30745
C -3.19902 -0.72143 -3.36644
C -4.15950 -1.69366 -3.35836
H -3.92634 -3.82034 -3.23912
H -1.47736 -3.52959 -3.13266
H -0.94807 -0.92060 -3.30555
H -3.37543 0.33902 -3.44484
H -5.22297 -1.61161 -3.50342
```

A 11-piece molecular cluster, C32H66F21N7O16PS2 overall at a distorted geometry. Source: the OMol25 dataset; level of theory: ωB97M-V/def2-TZVPD.

Total charge: +1
Kohn-Sham gap: 0.0979 hartree
ΔE to the lowest compared entry with this formula, charge and spin: 0.0 kcal/mol
Energy: -6080.49254 Ha
Max |F|: 5.25 eV/Å

Structure (XYZ):
```
145
C32H66F21N7O16PS2 (ωB97M-V/def2-TZVPD)
C 0.38580 1.53428 2.77080
F -0.17363 2.73352 2.65168
F 1.65653 1.70239 3.14594
F -0.32546 0.85924 3.68182
S 0.19471 0.71969 1.01228
O 1.05997 -0.44472 1.03319
O -1.19984 0.39714 0.98593
N 0.91465 1.80887 -0.15233
S -0.32954 2.15507 -1.04667
O -0.76248 1.17902 -2.03851
O -1.42285 2.80297 -0.33426
C 0.33236 3.67386 -2.07995
F -0.64009 4.08086 -2.90184
F 0.64994 4.64779 -1.27353
F 1.40271 3.34200 -2.83105
C -6.05566 -2.72136 -2.59814
C -4.73806 -2.34149 -2.01786
O -4.57519 -2.02714 -0.87886
N -3.53346 -2.42081 -2.96006
H -3.34220 -3.38418 -3.24980
H -3.69213 -2.09275 -3.91539
C -2.24598 -1.82696 -2.37356
H -6.03752 -3.78628 -2.83175
H -6.38603 -2.05312 -3.39464
H -6.78990 -2.53330 -1.81602
H -1.33081 -2.13092 -2.87851
H -2.18037 -2.18511 -1.34762
H -2.30580 -0.73981 -2.36007
C -1.30935 2.28842 -8.89045
C 0.05027 2.07457 -8.19604
O 1.09831 2.44790 -8.59850
N 0.01664 1.15664 -7.00067
H -0.85295 0.64096 -7.08064
H 0.77528 0.45806 -7.13385
C 0.31868 1.92217 -5.75966
H -1.69445 3.30034 -8.77181
H -2.19810 1.69902 -8.63719
H -1.30140 1.95909 -9.93072
H -0.46241 2.67013 -5.62220
H 1.28769 2.41395 -5.75329
H 0.30800 1.25483 -4.89949
C 1.55592 -1.58845 4.95512
C 2.00458 -2.80942 5.75202
O 1.74022 -3.92250 5.45793
N 2.89427 -2.60956 6.96743
H 3.82295 -3.00094 6.79721
H 3.14177 -1.62476 7.06985
C 2.26048 -3.10895 8.28334
H 0.48436 -1.42931 5.08095
H 1.80553 -1.77734 3.91288
H 2.04097 -0.70177 5.36379
H 1.49036 -2.38657 8.55368
H 3.05306 -3.14515 9.02309
H 1.66430 -3.99961 8.10069
C 1.90970 -3.39617 0.73415
C 1.04465 -3.97133 -0.33153
O 0.59635 -3.35375 -1.23921
N 0.68361 -5.45355 -0.18386
H 1.43749 -5.97641 0.25386
H -0.12633 -5.53912 0.43685
C 0.38879 -6.09742 -1.52932
H 1.59912 -3.63740 1.75415
H 1.99288 -2.31331 0.78575
H 2.85465 -3.92863 0.58347
H 0.87868 -7.07082 -1.52902
H 0.70107 -5.54384 -2.40796
H -0.66374 -6.37166 -1.50914
C 2.95740 3.98520 1.32591
C 4.11236 3.02578 1.11157
O 5.26897 3.18344 1.31101
N 3.75336 1.64758 0.53942
H 3.93872 1.05286 1.35656
H 2.80030 1.61152 0.17543
C 4.58396 1.28884 -0.65063
H 2.03010 3.45385 1.52697
H 2.84650 4.47876 0.35672
H 3.00336 4.75607 2.09149
H 4.42065 1.81407 -1.58922
H 4.31436 0.25119 -0.84023
H 5.60972 1.35478 -0.29827
C -3.82338 3.36586 2.39846
C -4.80954 3.03565 1.33560
O -5.21423 3.80045 0.52835
N -5.31394 1.61335 1.21024
H -5.93087 1.24629 1.93520
H -5.99742 1.73809 0.46032
C -4.21470 0.58533 0.91083
H -3.74875 4.44776 2.48585
H -2.85025 3.00166 2.05436
H -4.01534 2.95872 3.39144
H -3.58605 0.37274 1.77174
H -3.60580 0.99938 0.11018
H -4.87565 -0.25337 0.70774
C 2.97849 -0.85861 -6.11052
O 2.11185 -0.59235 -4.98408
O 2.26172 -0.58184 -7.19937
C 4.39328 -0.21299 -6.00780
F 5.16742 -0.87502 -5.12310
F 5.05887 -0.35772 -7.17554
F 4.40434 1.12229 -5.80251
C 2.51920 -1.13846 -3.72021
C 1.55320 -0.48025 -2.75579
H 1.86071 -0.88641 -1.78505
H 1.58794 0.60112 -2.82650
H 0.55120 -0.90341 -2.82839
H 3.53557 -0.86384 -3.42999
H 2.44823 -2.22654 -3.80397
H 3.25770 -1.92364 -6.03280
C -3.30894 7.10933 -0.36213
O -1.94605 7.14363 0.07916
O -3.71506 8.36007 -0.58859
C -3.43756 6.09403 -1.55087
F -4.70195 5.99296 -2.01560
F -2.72380 6.33389 -2.66141
F -3.20930 4.78108 -1.16066
C -1.56851 6.06240 0.88019
C -0.17080 6.17962 1.54726
H 0.48945 6.94502 1.14075
H -0.39978 6.50178 2.56617
H 0.39810 5.25149 1.61686
H -1.52831 5.08336 0.38398
H -2.29194 5.73749 1.63964
H -3.86791 6.61116 0.45302
C -1.26039 -4.31435 3.13267
O -1.99590 -5.02683 4.19745
O -1.14518 -5.06834 2.04009
C -1.92241 -2.94119 3.01262
F -2.28400 -2.32067 4.13719
F -0.98293 -2.09111 2.48668
F -3.00710 -2.82537 2.17479
C -1.50025 -4.94519 5.50109
C -2.40988 -5.81724 6.39001
H -2.17224 -5.74664 7.45288
H -3.45753 -5.54028 6.26995
H -2.35742 -6.87970 6.14967
H -1.56892 -3.91305 5.86278
H -0.47484 -5.28265 5.69031
H -0.24699 -4.28520 3.55684
P 5.39078 -0.86943 2.70308
F 5.47863 -1.08599 4.33149
F 4.06671 0.11302 2.86998
F 6.42873 0.35738 2.86928
F 5.36407 -0.79737 1.08929
F 6.58754 -1.95572 2.52773
F 4.28677 -2.06662 2.59208
```